(1)
The following is a DFT calculation (ωB97M-V/def2-TZVPD) of a molecular structure, C34H57N4OP2Pb.

Strongest force on any atom: 16.367 eV/Å
LUMO energy: -10.3410 eV
Electronic energy: -2498.4601 Ha
HOMO: -14.80 eV
Spin multiplicity: 1
Total charge: +3

Last column: Mulliken charge in e.
CARTESIAN COORDINATES (ANGSTROEM)
H1 -0.187 -2.317 6.691  0.23
P1 -2.300 -0.776 -0.451  0.42
N1 -0.187 1.077 -1.817  -0.96
C1 3.496 0.326 1.542  1.61
H2 0.933 -5.357 -2.781  0.48
C2 -3.680 0.764 -2.423  -1.01
H3 -5.214 -2.221 0.274  0.44
C3 -0.455 -3.692 -2.510  -0.81
H4 1.088 -2.881 1.419  -0.19
C4 2.798 0.131 -2.774  -1.50
H5 -4.453 -3.778 0.653  0.50
N2 0.371 -1.847 -1.175  1.01
H6 -1.902 1.173 -4.888  0.36
H7 3.210 2.802 -2.477  0.58
H8 -0.950 -2.904 0.943  -0.29
H9 -0.754 -0.406 5.241  0.49
H10 -3.680 -2.339 2.730  0.54
C5 0.724 2.093 -5.022  -1.39
C6 -0.227 4.018 -3.676  -1.51
H11 0.576 -3.768 6.017  0.23
H12 -4.022 -0.122 -2.983  0.31
H13 -4.375 1.594 -2.651  0.75
H14 3.328 0.022 3.674  0.67
H15 1.723 2.282 -4.600  0.21
Pb1 0.000 0.000 0.000  3.25
C7 0.658 -2.315 2.225  -0.58
H16 1.775 0.443 2.902  0.16
C8 -1.966 -3.276 0.763  -0.90
C9 1.628 -2.464 -1.034  -0.07
H17 3.239 -0.875 -2.856  0.33
C10 -0.388 2.517 -4.030  1.60
H18 -5.502 -0.706 -1.080  0.42
H19 0.756 4.207 -3.213  0.34
C11 -0.613 -2.449 -1.906  -0.30
H20 1.820 2.456 -1.396  0.03
H21 -2.242 -3.938 1.604  0.71
C12 -1.916 -1.691 -2.041  -0.90
H22 1.103 -3.906 3.605  0.48
C13 -3.678 0.521 -0.902  2.07
C14 -0.273 1.720 -2.793  0.16
C15 4.856 0.743 -1.542  -1.74
H23 5.340 1.315 -0.734  0.33
C16 -3.300 -1.547 2.059  -0.91
C17 4.833 -0.444 1.550  -1.62
H24 3.089 0.711 -3.671  0.64
C18 -3.028 -2.153 0.666  1.82
H25 -2.592 2.549 -3.973  0.43
C19 1.794 -3.774 -1.613  -1.32
H26 1.705 0.009 -2.769  0.14
H27 0.644 1.024 -5.273  0.35
H28 -2.728 -2.358 -2.375  0.67
H29 -3.224 1.683 0.914  0.31
H30 5.374 -0.204 2.485  0.50
H31 -5.767 1.021 -0.744  0.54
H32 -4.060 -0.749 2.020  0.19
H33 4.655 -1.532 1.536  0.36
H34 4.168 2.054 2.666  0.53
C20 -0.367 -0.391 3.126  -1.04
P2 2.471 -0.072 -0.031  1.50
H35 -2.684 1.046 -2.792  -0.89
C21 -5.121 0.154 -0.508  -1.89
H36 -1.790 -0.906 -2.807  0.35
H37 -4.226 -3.062 -0.958  0.22
H38 0.614 2.685 -5.948  0.49
H39 2.452 -1.205 2.716  0.27
C22 3.730 1.844 1.672  -1.83
H40 3.653 -2.286 -0.358  0.45
H41 5.186 -0.308 -1.482  0.38
H42 5.492 -0.186 0.708  0.33
H43 -1.875 2.822 -5.590  0.51
C23 -1.781 2.244 -4.654  -1.67
H44 3.396 2.902 -0.712  0.29
H45 2.756 -4.276 -1.475  0.59
N3 0.121 -1.052 2.012  1.34
C24 -0.218 1.644 0.981  -0.76
H46 2.782 2.403 1.597  0.27
H47 -0.807 0.586 3.061  0.38
H48 -1.012 4.353 -2.981  0.39
C25 0.783 -4.367 -2.336  -0.99
N4 0.189 -2.824 5.876  -0.45
C26 2.907 2.337 -1.520  -1.38
C27 -0.351 -0.960 4.403  -1.22
C28 2.670 -1.802 -0.374  -1.26
C29 2.703 -0.135 2.775  -1.49
H49 4.432 2.231 0.916  0.32
H50 -1.945 -3.880 -0.157  0.31
H51 5.225 1.154 -2.502  0.51
C30 -3.288 1.826 -0.178  -1.46
O1 -0.315 2.657 1.572  -0.12
H52 -5.231 -0.053 0.567  0.34
H53 -2.386 -1.133 2.508  -0.11
C31 3.320 0.852 -1.511  1.90
C32 -4.309 -2.822 0.116  -1.52
C33 0.680 -2.916 3.489  -1.02
H54 -0.299 4.613 -4.602  0.43
H55 -1.273 -4.132 -3.085  0.59
C34 0.171 -2.234 4.588  0.07
H56 -4.052 2.600 -0.383  0.65
H57 -2.309 2.197 -0.518  0.04

=====

(2)
The following is a DFT calculation (ωB97M-V/def2-TZVPD) of a molecular structure, C28H38AsNOS5Zr.

Strongest force on any atom: 0.366 eV/Å
LUMO energy: -5.9848 eV
Electronic energy: -5493.1762 Ha
HOMO: -13.18 eV
Spin multiplicity: 1
Total charge: +2

Last column: Mulliken charge in e.
CARTESIAN COORDINATES (ANGSTROEM)
C1 -2.294 0.113 -3.043  -0.91
H1 -0.435 4.904 -1.734  0.58
H2 2.079 0.622 3.387  0.23
C2 -1.930 -3.234 -1.029  0.76
H3 -1.700 4.465 1.951  0.47
S1 -0.590 -2.743 0.035  -0.56
H4 2.921 1.344 2.037  -0.02
H5 -4.807 -4.364 -3.361  0.43
H6 3.270 -3.528 3.169  0.31
C3 -2.465 3.794 1.577  -0.55
H7 1.310 2.632 -0.123  -0.14
H8 -3.174 -0.053 -2.417  0.48
C4 -1.528 3.788 -3.217  -0.91
C5 -3.764 -4.710 -1.517  -0.67
H9 1.516 2.010 -3.519  0.34
H10 -4.043 5.230 1.758  0.44
C6 -3.778 4.221 1.477  -0.74
C7 2.580 -1.681 -2.442  -1.29
S2 2.213 -1.638 1.607  0.10
C8 -3.208 -2.968 -3.074  -0.46
S3 -0.451 1.959 1.318  -0.14
H11 -3.379 -2.460 -4.015  0.43
C9 -2.727 -4.317 -0.682  -0.77
H12 -5.783 3.659 0.964  0.42
C10 -4.006 -4.042 -2.709  -0.77
C11 1.666 0.939 -3.653  -1.27
C12 -1.697 1.454 -2.733  0.16
H13 -5.203 1.345 0.380  0.51
C13 -2.193 -2.566 -2.220  0.43
H14 0.425 -2.652 2.681  0.61
H15 3.813 2.295 4.145  0.41
C14 2.229 -3.648 5.052  -1.31
C15 -4.753 3.336 1.033  -0.66
H16 2.364 -1.830 -3.498  0.45
H17 4.170 0.687 4.766  0.37
C16 -1.988 2.530 -3.557  -1.08
N1 -0.949 1.588 -1.621  1.68
H18 3.818 -1.308 3.270  0.60
H19 0.300 4.005 0.295  0.73
S4 -1.124 -1.214 -2.647  -0.12
H20 3.421 2.029 -1.222  0.39
H21 5.077 1.327 3.395  0.37
H22 2.697 -2.766 5.492  0.32
H23 1.321 -1.582 3.780  0.41
H24 2.547 0.769 -4.271  0.51
C17 -0.789 3.934 -2.055  -1.07
C18 4.089 1.283 3.856  -1.57
C19 -3.110 1.588 0.778  0.62
H25 -2.583 2.373 -4.445  0.57
H26 4.335 0.762 -2.066  0.49
O1 1.194 -0.541 1.140  -0.09
H27 2.770 -4.526 5.398  0.40
C20 -0.514 2.819 -1.286  0.57
H28 1.820 -4.478 3.090  0.43
H29 3.656 -1.719 -2.283  0.48
H30 3.872 0.545 -0.366  0.20
H31 -2.543 -4.845 0.243  0.49
H32 -2.576 0.065 -4.092  0.71
C21 3.055 0.693 2.904  0.25
H33 1.211 -3.713 5.439  0.34
C22 0.272 2.960 -0.010  -0.70
C23 3.507 -0.685 2.428  -0.90
H34 -1.753 4.645 -3.837  0.48
C24 3.560 0.954 -1.325  -1.20
C25 -4.428 2.031 0.697  -0.68
H35 2.092 -2.462 -1.864  0.30
S5 -2.757 -0.123 0.443  -0.13
C26 1.418 -2.371 3.031  -0.72
H36 -4.384 -5.549 -1.233  0.41
H37 4.346 -0.636 1.733  0.55
H38 0.797 0.513 -4.150  0.32
As1 1.940 0.096 -1.938  1.36
Zr1 -0.364 -0.275 -0.234  -0.33
C27 2.237 -3.573 3.531  -0.46
C28 -2.139 2.493 1.209  0.37

=====

(3)
The following is a DFT calculation (ωB97M-V/def2-TZVPD) of a single C5H6 molecule.

Strongest force on any atom: 7.462 eV/Å
LUMO energy (spin up / spin down): 1.2970 / -2.0726 eV
Electronic energy: -193.8001 Ha
HOMO (spin up / spin down): -5.50 / -9.69 eV
Spin multiplicity: 3
Total charge: 0

Last column: Löwdin spin population.
CARTESIAN COORDINATES (ANGSTROEM)
H1 -0.828 0.958 -1.273  0.00
H2 2.126 -1.294 -0.991  0.06
C1 1.826 -0.610 -0.347  0.79
C2 0.584 -0.165 0.448  0.15
C3 -2.046 -0.100 0.124  0.01
C4 1.835 0.623 0.125  0.78
H3 0.440 -0.677 1.461  0.05
H4 2.388 1.532 0.259  0.05
H5 -3.016 0.176 -0.383  0.00
C5 -0.887 0.249 -0.379  0.10
H6 -2.423 -0.691 0.956  0.00

=====

(4)
The following is a DFT calculation (ωB97M-V/def2-TZVPD) of 2 unconnected molecules or ions with the total composition C31H31N5O2.

Strongest force on any atom: 3.906 eV/Å
LUMO energy: -1.2986 eV
Electronic energy: -1624.0328 Ha
HOMO: -7.64 eV
Spin multiplicity: 1
Total charge: 0

Last column: Mulliken charge in e.
CARTESIAN COORDINATES (ANGSTROEM)
H1 -1.867 3.244 -2.550  0.30
C1 -2.702 5.247 0.681  -0.72
C2 -3.937 -1.854 2.219  0.34
C3 -1.643 3.304 -0.383  0.19
H2 2.811 -6.531 1.766  0.38
C4 -0.827 -1.867 3.392  0.50
C5 -1.032 -0.057 1.099  -0.37
O1 -1.623 -1.465 4.265  -0.72
H3 -5.720 -2.844 2.860  0.42
H4 -0.068 -0.525 0.922  0.55
H5 -1.664 1.795 1.816  0.66
C6 1.671 3.375 -3.355  -0.81
C7 -2.796 5.012 -1.743  -0.79
H6 3.627 2.398 -3.729  0.40
H7 -1.581 3.763 1.766  0.41
N1 2.132 -1.983 -0.103  -0.56
H8 2.233 0.704 -2.760  0.34
H9 -0.923 -2.735 1.391  0.50
C8 3.323 -5.977 0.978  -0.59
C9 2.556 1.529 -2.077  0.09
C10 -6.061 -0.751 2.299  -0.43
H10 5.227 -1.417 -1.111  0.38
C11 3.396 -2.475 -0.345  -0.16
C12 4.265 -6.622 0.158  -0.35
C13 4.963 -5.887 -0.815  -0.58
H11 5.710 -6.385 -1.437  0.35
C14 -2.930 -2.948 2.294  -0.81
C15 -4.100 0.469 1.525  -0.39
C16 0.641 2.798 -2.362  -0.13
C17 -1.604 -2.207 2.051  -0.34
H12 0.195 3.662 -1.857  0.34
C18 -1.939 4.080 0.778  -0.44
N2 -1.963 -0.889 1.577  0.19
C19 -5.479 0.424 1.791  -0.88
H13 -6.111 1.296 1.615  0.43
H14 2.281 -4.122 1.389  0.52
N3 2.122 -0.700 -0.362  -0.12
C20 3.680 0.992 -1.232  -1.07
C21 -1.220 1.316 0.938  -1.54
H15 4.573 0.929 -1.859  0.32
N4 1.357 1.946 -1.415  -0.20
C22 3.731 -3.877 -0.186  0.61
H16 -3.005 5.756 1.600  0.39
H17 -0.151 2.297 -2.961  0.19
H18 3.545 3.422 -2.251  0.32
H19 3.899 1.667 -0.403  0.27
H20 -3.098 -3.672 1.477  0.30
C23 2.984 2.749 -2.915  -0.80
C24 -2.106 3.804 -1.638  -0.04
C25 -1.012 2.009 -0.256  0.07
H21 5.234 -3.950 -1.749  0.33
H22 1.403 3.136 -4.390  0.27
H23 -7.126 -0.771 2.536  0.36
H24 -2.959 -3.459 3.266  0.41
O2 0.404 -1.993 3.295  -0.65
H25 1.705 4.460 -3.265  0.26
C26 4.707 -4.527 -0.987  -0.46
C27 -5.294 -1.899 2.498  -0.79
H26 -3.112 5.336 -2.748  0.37
C28 3.038 -4.627 0.785  -0.38
C29 4.194 -1.426 -0.787  -0.15
H27 0.916 1.117 -1.023  0.33
H28 4.458 -7.691 0.279  0.35
C30 -3.127 5.723 -0.575  -0.44
H29 -0.853 1.398 -1.169  1.41
H30 -3.643 1.380 1.158  0.54
H31 -3.761 6.610 -0.651  0.38
N5 3.388 -0.343 -0.761  0.35
C31 -3.333 -0.671 1.745  0.60

=====

- strongest force on any atom of number 4 (C31H31N5O2)?
  3.906 eV/Å

=====

- What is the electronic energy in the second record?
  -5493.1762 Ha